{"formula": "C6H12", "method": "wB97M-V/def2-TZVPD", "symbols": ["C", "C", "C", "C", "C", "C", "H", "H", "H", "H", "H", "H", "H", "H", "H", "H", "H", "H"], "xyz": [[1.66970, -0.34113, -0.17222], [0.15728, -0.33974, -0.42352], [-0.30292, -1.57326, -1.18016], [-0.59774, 0.02004, 0.83715], [-0.66665, 1.32063, 0.52843], [-0.26042, 1.09383, -0.90760], [2.21739, -0.31183, -1.12131], [1.94833, 0.54415, 0.41151], [1.99614, -1.22546, 0.38682], [0.12903, -1.61557, -2.18545], [-1.39497, -1.60193, -1.26330], [0.01469, -2.47619, -0.64196], [-0.98673, -0.61005, 1.63168], [-0.86416, 2.22837, 1.08778], [0.49119, 1.73396, -1.38222], [-1.15182, 1.04086, -1.54410], [-1.24232, 0.90763, 2.99854], [-1.78574, 1.31512, 2.70524]], "charge": 0, "homo_lumo_gap_ev": 10.193, "relative_energy_kcal_mol": 69.6, "molar_mass_g_mol": 84.16}



{"formula": "C6H12", "method": "wB97M-V/def2-TZVPD", "symbols": ["C", "C", "C", "C", "C", "C", "H", "H", "H", "H", "H", "H", "H", "H", "H", "H", "H", "H"], "xyz": [[-0.68280, 2.03484, 1.25370], [-1.00497, 0.52995, 1.01552], [0.04959, -0.09124, 0.09598], [0.73690, -1.24996, 0.23703], [0.99825, -2.31816, -0.79049], [0.19169, 0.59990, -1.25288], [0.05335, 2.27102, 2.00456], [-0.52905, 2.66019, 0.37021], [-1.69718, 2.43566, 1.55714], [-2.11574, 0.36208, 0.60030], [-1.20694, 0.17626, 2.02201], [0.77128, -1.47176, 1.29732], [1.74171, -1.81876, -1.52775], [0.14829, -2.80657, -1.20662], [1.61548, -3.19116, -0.41353], [0.94893, -0.03940, -1.84065], [-0.65118, 0.37416, -1.93474], [0.63238, 1.54294, -1.48710]], "charge": 1, "homo_lumo_gap_ev": [10.526, 8.354], "relative_energy_kcal_mol": 43.1, "molar_mass_g_mol": 84.16, "spin_multiplicity": 2}



{"formula": "C6H12AgF6N5O13S2", "method": "wB97M-V/def2-TZVPD", "symbols": ["Ag", "C", "F", "F", "F", "S", "O", "O", "N", "S", "O", "O", "C", "F", "F", "F", "O", "C", "O", "O", "H", "O", "C", "O", "O", "H", "O", "H", "H", "C", "O", "N", "N", "H", "H", "H", "H", "C", "O", "N", "N", "H", "H", "H", "H"], "xyz": [[-4.28418, 5.29788, 16.81401], [-2.82882, 8.40151, 14.22907], [-2.59795, 9.61093, 13.68658], [-2.87702, 7.43064, 13.37054], [-1.87209, 8.16113, 15.14557], [-4.47452, 8.42647, 15.29447], [-3.99908, 8.76722, 16.65594], [-5.43054, 9.39212, 14.73311], [-4.99125, 6.75246, 15.41235], [-5.84755, 6.57347, 14.06178], [-5.47663, 7.37452, 12.95862], [-5.94715, 5.13229, 13.76288], [-7.66949, 7.05456, 14.36551], [-7.81590, 6.80751, 15.67760], [-7.79822, 8.33681, 14.05799], [-8.35075, 6.29935, 13.52853], [-1.53100, 3.93198, 13.66297], [-2.61126, 3.89117, 14.39060], [-2.55225, 4.28777, 15.55587], [-3.67231, 3.36915, 14.01335], [-0.91892, 3.83989, 14.39679], [-8.04443, 3.81927, 15.55941], [-6.77533, 3.24061, 15.64305], [-6.42310, 2.41113, 14.81523], [-5.92778, 3.77359, 16.43132], [-8.00989, 4.38337, 16.33541], [-2.48304, 6.31881, 17.75906], [-2.56680, 7.17594, 18.17683], [-1.67437, 5.95442, 18.11894], [-3.55438, 2.64323, 19.23583], [-3.71061, 3.74586, 18.69507], [-3.16520, 1.56913, 18.56167], [-3.71919, 2.39371, 20.49031], [-2.99192, 1.81559, 17.59764], [-2.89982, 0.68249, 18.96607], [-3.26417, 1.58234, 20.88366], [-3.95967, 3.14260, 21.12390], [-6.57866, 6.88922, 18.77550], [-5.54092, 6.25993, 18.54107], [-7.48932, 6.40894, 19.50927], [-6.78182, 8.13840, 18.53725], [-7.27715, 5.47606, 19.83304], [-8.24183, 6.92821, 19.93845], [-6.10474, 8.78057, 18.15090], [-7.73908, 8.25624, 18.23747]], "charge": -1, "homo_lumo_gap_ev": [7.046, 4.673], "relative_energy_kcal_mol": 82.6, "molar_mass_g_mol": 648.17, "spin_multiplicity": 2}



{"formula": "C6H12AlClF3O2Zn", "method": "wB97M-V/def2-TZVPD", "symbols": ["C", "Al", "C", "C", "C", "Cl", "C", "O", "O", "C", "F", "F", "F", "H", "H", "H", "H", "H", "H", "H", "H", "H", "H", "H", "H", "Zn"], "xyz": [[0.18517, -1.08244, 1.50467], [0.34278, -0.56957, -0.38832], [-1.23249, 0.52258, -1.16460], [-2.04405, 1.44994, -0.28845], [-3.00361, 0.80928, 0.73256], [-3.51458, -0.84105, 0.31483], [1.91267, 0.69440, -0.34330], [2.99109, -0.06498, 0.12677], [3.91293, 0.78760, 0.88649], [0.61991, -2.25669, -1.47590], [-0.61430, -2.77329, -1.76938], [1.25440, -2.09278, -2.66748], [1.29071, -3.24368, -0.81136], [1.29957, -0.82304, 1.73904], [0.11268, -2.15881, 1.71252], [-0.57596, -0.56825, 2.09920], [-0.72741, 1.11446, -1.94463], [-1.80589, -0.27908, -1.64716], [-2.62938, 2.10170, -0.96322], [-1.36413, 2.13407, 0.24856], [-3.91761, 1.40855, 0.81038], [-2.57138, 0.78070, 1.74189], [1.61537, 1.46534, 0.44030], [2.11071, 1.22570, -1.28749], [4.20814, 1.46129, 0.24256], [2.14466, 0.79805, 2.15151]], "charge": 1, "homo_lumo_gap_ev": 3.883, "molar_mass_g_mol": 300.98}



{"formula": "C6H12AlF4N2O14S4", "method": "wB97M-V/def2-TZVPD", "symbols": ["Al", "N", "S", "O", "O", "F", "S", "O", "O", "F", "N", "S", "O", "O", "F", "S", "O", "O", "F", "C", "O", "C", "O", "O", "C", "H", "H", "H", "H", "H", "H", "C", "O", "C", "O", "O", "C", "H", "H", "H", "H", "H", "H"], "xyz": [[-0.93831, -0.04090, 0.60349], [0.58738, -0.77790, -1.48976], [0.98007, -0.37425, -2.96472], [0.23950, -0.98994, -4.01470], [2.34003, 0.06165, -3.09918], [0.33726, 1.08818, -2.96296], [1.47352, -2.17555, -1.54531], [2.87771, -2.05237, -1.36289], [0.97570, -3.21474, -2.39390], [1.05676, -2.63025, -0.09026], [-0.44160, 0.91795, 3.12864], [-1.14503, 0.51612, 4.61328], [-1.96506, 1.48803, 5.27325], [-0.33554, -0.36672, 5.39447], [-2.25113, -0.43066, 3.93416], [0.48268, 2.03177, 3.71410], [1.71074, 1.59190, 4.28758], [-0.10631, 3.24715, 4.21452], [1.01875, 2.56040, 2.28446], [-2.79547, -1.22286, -4.20488], [-2.42836, -0.63307, -2.94220], [-3.05486, 0.40741, -2.45080], [-2.62547, 1.00670, -1.46926], [-4.03585, 0.80800, -3.20950], [-4.81342, 1.97757, -2.88181], [-2.08413, -2.00205, -4.45339], [-2.87100, -0.46630, -4.98114], [-3.76869, -1.69918, -4.08391], [-5.01868, 1.88912, -1.81696], [-5.72152, 2.11083, -3.46093], [-4.20047, 2.85349, -3.09379], [2.26598, -1.76009, 3.57171], [3.22616, -1.42750, 2.60799], [2.92363, -0.55627, 1.65005], [1.80379, -0.13858, 1.41886], [4.03986, -0.15336, 1.11912], [4.07013, 0.85205, 0.10659], [1.96883, -0.97661, 4.28739], [2.56802, -2.54921, 4.25504], [1.29268, -1.98322, 3.12393], [4.30095, 0.32290, -0.82112], [4.91200, 1.50374, 0.31977], [3.14878, 1.38663, -0.11503]], "charge": 1, "homo_lumo_gap_ev": 3.080, "relative_energy_kcal_mol": 53.1, "molar_mass_g_mol": 567.40}



{"formula": "C6H12As2F12O6Tl", "method": "wB97M-V/def2-TZVPD", "symbols": ["Tl", "As", "F", "F", "F", "F", "F", "F", "As", "F", "F", "F", "F", "F", "F", "C", "O", "C", "O", "O", "C", "H", "H", "H", "H", "H", "H", "C", "O", "C", "O", "O", "C", "H", "H", "H", "H", "H", "H"], "xyz": [[2.15759, -0.96572, 1.82637], [2.90467, 0.78616, -2.21187], [2.77273, 1.44017, -3.76890], [1.75975, -0.48217, -2.57585], [2.97864, 0.10009, -0.57795], [3.98579, 2.01103, -1.71993], [1.56496, 1.74706, -1.61247], [4.18056, -0.24403, -2.67618], [-0.37125, 0.54043, 5.28335], [-0.33487, 2.21284, 4.86401], [-1.20152, 0.83136, 6.74711], [-0.37123, -1.15422, 5.60284], [0.46466, 0.17786, 3.74741], [1.16079, 0.68313, 6.04191], [-1.87495, 0.38949, 4.41785], [-1.77365, -1.60993, -1.59869], [-0.78542, -2.59744, -1.90170], [0.41026, -2.47811, -1.38218], [0.65883, -1.76307, -0.40522], [1.29327, -3.26179, -1.88098], [0.97526, -4.15374, -2.97117], [-2.65860, -1.75705, -2.21105], [-1.40713, -0.61286, -1.83838], [-2.08117, -1.68635, -0.55545], [0.41218, -5.01629, -2.62482], [1.91794, -4.47526, -3.40454], [0.45551, -3.58437, -3.73563], [-2.04724, 2.19096, 1.96217], [-1.81878, 1.89088, 0.55334], [-0.72565, 1.32447, 0.10673], [0.03292, 0.68443, 0.81577], [-0.55041, 1.43261, -1.18412], [-1.24364, 2.42992, -1.88483], [-2.81175, 1.47840, 2.26104], [-2.45529, 3.19854, 2.08383], [-1.13999, 2.11416, 2.54863], [-2.32551, 2.50470, -1.64854], [-1.18492, 2.25631, -2.95143], [-0.92335, 3.41740, -1.54047]], "charge": 1, "homo_lumo_gap_ev": 2.724, "relative_energy_kcal_mol": 0.0, "molar_mass_g_mol": 762.36}



{"formula": "C6H12BNO", "method": "wB97M-V/def2-TZVPD", "symbols": ["C", "O", "C", "N", "C", "B", "C", "C", "C", "H", "H", "H", "H", "H", "H", "H", "H", "H", "H", "H", "H"], "xyz": [[3.51197, -0.51546, 0.28571], [2.60512, 0.54659, 0.07184], [1.31303, 0.20187, -0.14959], [1.04717, -1.03664, -0.16342], [-0.28256, -1.61123, -0.34529], [-1.36535, -0.12748, -0.02919], [-2.87907, -0.44146, 0.23463], [-0.91132, 1.66458, 0.10865], [0.54122, 1.52176, -0.42369], [3.50013, -1.20782, -0.56034], [3.24126, -1.06983, 1.18796], [4.49436, -0.06007, 0.39638], [-0.45021, -2.37630, 0.40322], [-0.39746, -1.99798, -1.35201], [-3.49941, 0.08284, -0.49219], [-3.19212, -0.06335, 1.20709], [-3.14012, -1.49563, 0.18906], [-0.95026, 1.96436, 1.14809], [-1.53113, 2.28972, -0.51730], [0.50638, 1.60092, -1.51518], [1.19787, 2.31637, -0.06053]], "charge": 0, "homo_lumo_gap_ev": 8.986, "relative_energy_kcal_mol": 50.8, "molar_mass_g_mol": 124.98}



{"formula": "C6H12Br6", "method": "wB97M-V/def2-TZVPD", "symbols": ["Br", "C", "C", "Br", "H", "H", "H", "H", "Br", "C", "C", "Br", "H", "H", "H", "H", "Br", "C", "C", "Br", "H", "H", "H", "H"], "xyz": [[-5.99463, 3.82608, -1.22244], [-5.93339, 2.18475, -0.06144], [-7.34200, 1.75455, 0.27346], [-8.17679, 2.95934, 1.65564], [-5.41250, 2.45674, 0.85661], [-5.40556, 1.44094, -0.65831], [-7.29272, 0.74065, 0.67056], [-8.04364, 1.74279, -0.56061], [5.63527, 0.27578, -0.41460], [7.41431, 1.07059, -0.42635], [7.83007, 1.62510, -1.80896], [9.69055, 2.31794, -1.74522], [8.09043, 0.27302, -0.11833], [7.41755, 1.75161, 0.42470], [7.10038, 2.35949, -2.15002], [7.75614, 0.74717, -2.45074], [-2.90664, -3.28659, 2.05496], [-1.31718, -4.08301, 1.25530], [-0.28186, -3.02722, 0.73341], [-1.04457, -1.65458, -0.45399], [-1.69171, -4.72933, 0.46151], [-0.80598, -4.70898, 1.98670], [0.49663, -3.47170, 0.11334], [0.21781, -2.56516, 1.58484]], "charge": 0, "homo_lumo_gap_ev": 10.419, "relative_energy_kcal_mol": 17.6, "molar_mass_g_mol": 563.59}



{"formula": "C6H12BrCdN2", "method": "wB97M-V/def2-TZVPD", "symbols": ["C", "Cd", "N", "H", "H", "H", "H", "H", "H", "H", "H", "Br", "C", "C", "C", "C", "N", "C", "H", "H", "H", "H"], "xyz": [[-2.21450, -1.74929, -2.47354], [-1.29082, -0.74447, -0.71875], [0.37574, 0.29215, -2.29042], [-2.46254, -1.31111, 0.43957], [-2.66305, 0.22728, -0.47448], [-3.20882, -1.98140, -2.08447], [-1.61201, -2.64434, -2.66032], [-2.24705, -1.03482, -3.30353], [1.33623, 0.00484, -2.10169], [0.30397, 1.32113, -2.20220], [0.09775, 0.01224, -3.25361], [2.55118, -1.46261, 3.78326], [1.69917, -0.19482, 2.61750], [1.94666, 1.18314, 2.71086], [1.29547, 2.07512, 1.83297], [0.44193, 1.49118, 0.86374], [0.31410, 0.16492, 0.72243], [0.84412, -0.67266, 1.61672], [2.64474, 1.52582, 3.48055], [1.42205, 3.14180, 1.83604], [-0.14489, 2.08876, 0.16470], [0.57056, -1.73287, 1.49469]], "charge": -1, "homo_lumo_gap_ev": 3.473, "relative_energy_kcal_mol": 22.7, "molar_mass_g_mol": 304.49}



Question: charge of number 2 (C6H12)?
Answer: +1



Question: Which value of charge does entry 4 give?
Answer: +1